# 1
The following is a quantum chemistry calculation of one molecule with the formula C21H27NO5S, from the OMol25 dataset.

Computed properties:
- Highest occupied orbital energy: -0.2975 hartree
- SMILES: COc1ccc(CCNC(=O)CCS(=O)(=O)Cc2ccccc2C)cc1OC
- Energy above the lowest of the compared OMol25 structures with the same formula, charge and spin: 11.6 kcal per mole
- Lowest unoccupied orbital energy: 0.731 eV

ORCA input file:
```
! wB97M-V def2-TZVPD RIJCOSX def2/J DEFGRID3
* xyz 0 1
C 0.2375 -3.2164 0.5924
O -0.4864 -2.5273 -0.4016
C -1.6545 -1.9300 -0.0338
C -2.1750 -1.9145 1.2470
C -3.3544 -1.2343 1.5210
C -4.0543 -0.5950 0.5164
C -5.2457 0.2720 0.8248
C -4.8803 1.7524 0.5788
N -3.5235 2.0213 1.0044
C -2.5058 2.0335 0.1116
O -2.6687 2.2065 -1.0784
C -1.1286 1.8322 0.7347
C -0.1265 1.3815 -0.3083
S 1.3432 0.7303 0.5518
O 0.8955 -0.2193 1.5450
O 2.1196 1.8375 1.0382
C 2.2769 -0.1586 -0.7628
C 3.7337 0.0628 -0.5579
C 4.3721 1.0660 -1.2767
C 5.7125 1.3415 -1.0809
C 6.4302 0.6106 -0.1517
C 5.7998 -0.3847 0.5733
C 4.4533 -0.6691 0.3914
C 3.7938 -1.7444 1.1987
C -3.5572 -0.6439 -0.7843
C -2.3596 -1.2721 -1.0671
O -1.7582 -1.2792 -2.2924
C -2.3267 -0.4811 -3.3065
H 1.0913 -3.6587 0.0802
H 0.5833 -2.5285 1.3695
H -0.3606 -4.0162 1.0405
H -1.6501 -2.3953 2.0553
H -3.7195 -1.2081 2.5377
H -5.5350 0.1339 1.8681
H -6.0979 0.0095 0.1963
H -5.5712 2.4121 1.1097
H -4.9144 1.9847 -0.4867
H -3.3066 1.7834 1.9604
H -0.7921 2.7601 1.2021
H -1.1857 1.0601 1.5060
H -0.5222 0.5615 -0.9003
H 0.2004 2.1942 -0.9492
H 1.9647 -1.1956 -0.6971
H 1.9322 0.2818 -1.6942
H 3.8086 1.6384 -1.9997
H 6.1919 2.1256 -1.6474
H 7.4772 0.8178 0.0132
H 6.3621 -0.9484 1.3040
H 4.4801 -2.1349 1.9458
H 2.9126 -1.3536 1.7023
H 3.4828 -2.5687 0.5561
H -4.1042 -0.1447 -1.5667
H -1.6303 -0.5308 -4.1421
H -2.4385 0.5575 -2.9792
H -3.2979 -0.8723 -3.6266
*
```

Mulliken population analysis, charges in e, atoms 1 to 4: -0.99, -0.46, 1.03, -0.39

# 2
The following is a quantum chemistry calculation of one molecule with the formula C21H27NO9, from the OMol25 dataset.

Computed properties:
- Highest occupied orbital energy: -0.3088 hartree
- SMILES: CC(=O)OC[C@H](OC(C)=O)[C@@H](OC(C)=O)[C@@H](OC(C)=O)C(=O)Nc1ccc(C)cc1C
- Energy above the lowest of the compared OMol25 structures with the same formula, charge and spin: 1.6 kcal per mole
- Lowest unoccupied orbital energy: 0.682 eV

ORCA input file:
```
! wB97M-V def2-TZVPD RIJCOSX def2/J DEFGRID3
* xyz 0 1
C -1.7184 2.3540 3.3449
C -2.7045 1.6592 2.4578
O -3.5395 2.1873 1.7758
O -2.5215 0.3214 2.4941
C -3.2661 -0.4495 1.5694
C -2.6806 -0.2738 0.1611
O -3.4357 -1.0303 -0.7705
C -3.9287 -0.3861 -1.8457
C -4.6538 -1.3442 -2.7460
O -3.7919 0.7898 -2.0442
C -1.2043 -0.7048 0.1434
O -1.1349 -2.1100 0.3504
C -0.2065 -2.5687 1.2074
C -0.1880 -4.0684 1.2103
O 0.5096 -1.8578 1.8580
C -0.5150 -0.4132 -1.2035
O -0.8335 0.8635 -1.7530
C -0.8170 1.9842 -1.0299
C -1.4191 3.1146 -1.8006
O -0.3826 2.0609 0.0984
C 1.0139 -0.6785 -1.1252
O 1.4938 -1.5917 -1.7622
N 1.6776 0.1761 -0.3333
C 3.0850 0.3135 -0.2284
C 3.5978 1.5942 -0.4095
C 4.9552 1.8290 -0.3400
C 5.8326 0.7821 -0.0849
C 7.3087 1.0254 0.0017
C 5.3053 -0.4824 0.1250
C 3.9415 -0.7462 0.0726
C 3.4318 -2.1166 0.3759
H -2.1539 3.2630 3.7482
H -1.3855 1.6901 4.1359
H -0.8639 2.6217 2.7237
H -4.3139 -0.1304 1.5648
H -3.1859 -1.4883 1.8923
H -2.7575 0.7874 -0.1084
H -4.0417 -1.5201 -3.6287
H -4.8291 -2.2839 -2.2330
H -5.5906 -0.8988 -3.0696
H -0.6857 -0.1994 0.9691
H 0.5237 -4.3919 0.4520
H -1.1683 -4.4596 0.9582
H 0.1441 -4.4331 2.1777
H -0.9081 -1.1225 -1.9428
H -1.3399 4.0363 -1.2331
H -0.9251 3.2092 -2.7640
H -2.4656 2.8738 -1.9852
H 1.1475 0.9397 0.0793
H 2.9163 2.4087 -0.6124
H 5.3364 2.8285 -0.4894
H 7.8655 0.1160 -0.2106
H 7.6144 1.7991 -0.6991
H 7.5734 1.3583 1.0059
H 5.9778 -1.2986 0.3497
H 4.2326 -2.7486 0.7511
H 3.0120 -2.5685 -0.5220
H 2.6407 -2.0613 1.1215
*
```

Mulliken population analysis, charges in e, atoms 1 to 4: -1.13, 0.98, -0.58, -0.35

# 3
The following is a quantum chemistry calculation of C21H27O11W as an isolated structure, from the OMol25 dataset.

Computed properties:
- Highest occupied orbital energy: -0.6219 hartree
- Energy above the lowest of the compared OMol25 structures with the same formula, charge and spin: 0.0 kcal per mole
- Lowest unoccupied orbital energy: -10.198 eV

ORCA input file:
```
! wB97M-V def2-TZVPD RIJCOSX def2/J DEFGRID3
* xyz 3 1
W -0.1070 0.9140 0.8339
C 1.5985 2.4569 3.2425
O 0.2424 2.0389 2.7736
C -0.7187 3.0368 3.2552
C -1.4840 3.4167 2.0422
O -1.7966 2.1597 1.3280
C -3.0670 1.5887 1.7255
C -2.7505 0.5305 2.7522
O -1.5582 -0.1562 2.2366
C -1.3764 -1.5168 2.8169
H 2.0319 3.0674 2.4547
H 2.1575 1.5384 3.3967
H 1.5739 2.9668 4.1974
H -0.0901 3.8625 3.5582
H -1.2765 2.6058 4.0693
H -0.8673 3.9564 1.3199
H -2.4206 3.9347 2.1616
H -3.5804 1.1692 0.8017
H -3.6857 2.3823 2.1156
H -3.6474 -0.1245 2.8287
H -2.5218 0.8124 3.7685
H -0.8283 -2.0579 2.0761
H -2.3551 -1.9631 2.9709
H -0.9032 -1.5008 3.7847
O -2.3248 2.7444 -4.5228
C -2.3174 1.6651 -4.2376
O 0.7315 2.0512 -0.0310
C -2.2984 0.2522 -4.1962
C -1.0934 -0.2225 -5.2174
C -1.2906 -1.6994 -5.4067
C -0.6512 -2.2127 -4.1309
C -0.4229 -0.9317 -3.3058
O -0.0192 -0.0852 -4.3778
C -1.7227 -0.3461 -2.8653
C -1.4018 0.7770 -1.8190
O -1.2516 1.9116 -2.0985
O -1.2532 0.2842 -0.5922
H -3.3135 -0.0601 -4.3723
H -0.9566 0.3857 -6.0996
H -0.7122 -2.0491 -6.2462
H -2.3429 -1.9497 -5.5814
H 0.3442 -2.6812 -4.3009
H -1.2338 -2.9088 -3.5302
H 0.2784 -0.9190 -2.5053
H -2.3832 -1.0703 -2.4202
O 3.6079 -0.8533 3.1668
C 3.7984 -1.5570 2.0356
C 5.0827 -2.0788 1.8140
C 5.2651 -2.8240 0.6673
C 4.3030 -2.9783 -0.3299
C 3.0801 -2.4495 -0.1405
C 2.7611 -1.7182 1.0239
C 1.6054 -0.9766 1.0318
O 0.6380 -0.9320 0.1675
O 1.3328 -0.0138 1.9330
H 2.7312 -0.4546 3.1248
H 5.8909 -1.8567 2.4336
H 6.2419 -3.2415 0.5257
H 4.4508 -3.6055 -1.2184
H 2.2765 -2.5148 -0.8885
*
```

Mulliken population analysis, charges in e, atoms 1 to 4: 3.53, -0.61, -0.41, -0.36

# 4
The following is a quantum chemistry calculation of C21H28AsIrN4O6S2Si as an isolated structure, from the OMol25 dataset.

Computed properties:
- Highest occupied orbital energy: -0.2853 hartree
- Energy above the lowest of the compared OMol25 structures with the same formula, charge and spin: 0.0 kcal per mole
- Lowest unoccupied orbital energy: -0.745 eV

ORCA input file:
```
! wB97M-V def2-TZVPD RIJCOSX def2/J DEFGRID3
* xyz 0 1
Ir 1.0608 0.6566 -1.0201
O -3.4787 0.1102 -1.5823
As -2.0332 0.6337 -2.3969
O -2.1468 0.2165 -3.9918
O -0.7635 -0.1482 -1.6003
C -2.0030 2.5594 -2.2396
C -2.3732 3.2377 -3.3952
C -2.4165 4.6245 -3.4074
C -2.0884 5.3387 -2.2657
C -1.7143 4.6691 -1.1094
C -1.6723 3.2837 -1.0965
S -1.1455 2.4815 0.4027
O -1.2531 3.4380 1.4628
O 0.3137 2.1844 0.1463
O -1.9410 1.2759 0.5071
H -3.3595 0.3333 -0.6434
H -2.6153 2.6655 -4.2817
H -2.7091 5.1448 -4.3101
H -2.1262 6.4202 -2.2703
H -1.4625 5.2051 -0.2047
C 3.9866 2.7689 -1.3632
C 3.8692 1.9076 -0.1478
C 4.7723 1.9297 0.8964
C 4.5353 1.1262 2.0171
C 3.4300 0.3131 2.0998
C 2.5469 0.3072 1.0047
N 2.8121 1.0939 -0.0739
N 1.4003 -0.3482 0.7639
Si 0.4260 -1.2724 1.8837
C 1.4694 -2.6645 2.6027
C -0.1791 -0.1856 3.2732
C -0.9915 -2.0244 0.9435
H 4.9441 3.2850 -1.3827
H 3.1854 3.5110 -1.3653
H 3.8751 2.1727 -2.2689
H 5.6370 2.5749 0.8452
H 5.2343 1.1541 2.8440
H 3.2299 -0.2892 2.9731
H 2.3222 -2.3088 3.1833
H 1.8547 -3.3253 1.8221
H 0.8523 -3.2715 3.2704
H 0.6516 0.3051 3.7864
H -0.7330 -0.7677 4.0140
H -0.8401 0.5910 2.8850
H -0.6626 -2.5922 0.0700
H -1.6586 -1.2428 0.5833
H -1.5508 -2.6992 1.5965
C -0.6978 -2.6721 -5.3540
C 0.2766 -2.0461 -4.4200
C 1.0858 -2.7361 -3.5515
C 1.6756 -2.0392 -2.4874
N 1.6281 -0.7151 -2.4679
C 1.0155 -0.0309 -3.4690
S 1.0168 1.6434 -3.2492
N 0.2785 -0.6944 -4.3812
C 2.2750 -2.7297 -1.3145
H -0.6043 -3.7543 -5.3526
H -0.5622 -2.2940 -6.3671
H -1.7020 -2.3889 -5.0264
H 1.1244 -3.8142 -3.5836
H -0.6250 -0.1944 -4.6151
H 2.5762 -3.7438 -1.5684
H 1.5304 -2.7668 -0.5166
H 3.1214 -2.1627 -0.9310
*
```

Mulliken population analysis, charges in e, atoms 1 to 4: 2.30, -0.69, 0.87, -0.93

# 5
The following is a quantum chemistry calculation of C21H28B2F4MgN7O4 as an isolated structure, from the OMol25 dataset.

Computed properties:
- Highest occupied orbital energy (alpha / beta): -0.4452 / -0.4452 hartree
- Energy above the lowest of the compared OMol25 structures with the same formula, charge and spin: 4.8 kcal per mole
- Lowest unoccupied orbital energy (alpha / beta): -5.755 / -5.758 eV

ORCA input file:
```
! wB97M-V def2-TZVPD RIJCOSX def2/J DEFGRID3
* xyz 1 1
Mg -0.7225 0.1453 -0.9449
C -2.9982 0.2178 -4.7551
C -2.2510 0.6339 -3.4875
N -1.1312 0.0878 -3.0963
O -0.5833 -0.9611 -3.8073
B 0.3204 -1.7491 -2.8914
F 0.4283 -3.0503 -3.1928
F -0.2341 -1.7150 -1.4892
O 1.7121 -1.0816 -2.8161
N 1.9668 -0.2856 -1.7107
C 2.2357 1.0402 -1.8871
C 2.6920 1.5826 -3.2062
C 1.7969 1.9094 -0.7862
N 0.6972 1.5540 -0.1602
O -0.0387 2.6091 0.4437
B -0.9908 3.3785 -0.4240
F -1.1956 4.6001 0.1684
F -0.5023 3.4197 -1.7503
O -2.4452 2.6768 -0.4887
N -2.4185 1.5223 -1.2468
C -2.7992 1.6577 -2.4950
C -3.7302 2.7538 -2.9522
C 2.5310 3.1713 -0.3902
H -2.4662 -0.6379 -5.1644
H -2.9936 1.0268 -5.4850
H -4.0399 -0.0189 -4.5418
H 2.6482 0.8225 -3.9797
H 3.7454 1.9044 -3.1106
H 2.0782 2.4493 -3.4817
H -4.0071 3.3395 -2.0712
H -4.6250 2.3526 -3.4545
H -3.1858 3.3899 -3.6654
H 3.5769 2.9467 -0.1672
H 2.0365 3.5675 0.4919
H 2.5137 3.9099 -1.1894
N 3.4135 -7.3906 3.9361
C 3.2204 -6.3995 3.3689
C 2.9572 -5.2092 2.6396
C 3.2314 -5.2056 1.2659
C 2.9399 -4.0938 0.5050
C 2.3829 -2.9537 1.1355
C 2.0908 -2.9698 2.5274
C 2.3715 -4.0967 3.2737
C 2.1542 -1.8063 0.3333
C 2.0899 -0.8667 -0.4747
H 3.6424 -6.1059 0.8391
H 3.1514 -4.0542 -0.5536
H 1.6440 -2.0980 2.9971
H 2.1188 -4.1364 4.3336
C -2.3593 1.7809 3.6159
C -1.5024 0.6435 3.0794
C 0.0016 0.9949 3.1176
C -1.7454 -0.6274 3.8860
N -2.0071 0.3991 1.7456
N -1.2127 -0.5564 1.0165
H -2.1469 2.0041 4.6642
H -3.4059 1.5156 3.5338
H -2.1593 2.6788 3.0270
H 0.3056 1.1669 4.1497
H 0.2010 1.8770 2.4978
H 0.6300 0.1816 2.7404
H -1.4871 -0.4880 4.9373
H -1.1749 -1.4850 3.5204
H -2.8054 -0.8817 3.8624
H -1.9605 1.2763 1.1970
H -1.7883 -1.3952 0.8838
H -0.4121 -0.8685 1.5834
*
```

Mulliken population analysis, charges in e, atoms 1 to 4: 1.24, -1.58, 0.20, 0.45

# 6
The following is a quantum chemistry calculation of C21H28BF6N6O10PbS2 as an isolated structure, from the OMol25 dataset.

Computed properties:
- Highest occupied orbital energy: -0.2168 hartree
- Lowest unoccupied orbital energy: 1.967 eV

ORCA input file:
```
! wB97M-V def2-TZVPD RIJCOSX def2/J DEFGRID3
* xyz -1 1
Pb -0.3018 0.0835 0.0689
N -0.1686 1.6736 2.0558
C 0.7513 2.7984 1.8843
C 0.3798 3.5736 0.6291
N 0.4639 2.7509 -0.5786
C 1.5433 3.0988 -1.5081
C 2.9219 2.5606 -1.1375
N 3.1320 1.1370 -1.3088
H 0.0155 1.1613 2.9095
H -1.1547 1.9439 2.0482
H 0.7345 3.4803 2.7425
H 1.7653 2.4014 1.7912
H -0.6447 3.9391 0.7404
H 1.0307 4.4512 0.5414
H -0.4155 2.7823 -1.0774
H 1.2651 2.7080 -2.4881
H 1.6235 4.1940 -1.6005
H 3.6434 3.1066 -1.7559
H 3.1598 2.8222 -0.1014
H 2.6266 0.7660 -2.1041
H 2.8799 0.6088 -0.4871
F 1.2280 -0.3293 -6.3397
C -0.0140 -0.3143 -5.8470
F -0.7320 -1.2506 -6.4635
F -0.5587 0.8812 -6.1074
S -0.0001 -0.5424 -4.0189
O 0.9975 0.3920 -3.5535
O -1.3537 -0.3297 -3.5983
N 0.4673 -2.0500 -4.0212
S 0.7518 -2.8568 -2.7132
O 0.2998 -4.2080 -2.8011
O 0.5022 -2.1141 -1.4964
C 2.5926 -2.9876 -2.7303
F 3.1492 -1.7965 -2.9502
F 3.0075 -3.8328 -3.6773
F 3.0162 -3.4435 -1.5421
O -5.7307 -1.2561 3.5711
C -4.8389 -2.2180 3.5925
O -5.0324 -3.2844 4.1377
C -3.5375 -1.9663 2.9026
C -2.5543 -2.9318 2.8540
N -1.5132 -2.4011 2.2015
N -1.7601 -1.1449 1.8040
C -2.9830 -0.8510 2.2235
C -3.5476 0.5373 1.9448
O -4.7335 0.7313 2.3011
O -2.7756 1.3475 1.3984
H -5.3606 -0.4286 3.0804
H -2.5497 -3.9320 3.2533
H -0.6196 -2.8176 1.9871
C 7.4971 -3.1926 3.7592
C 6.6517 -2.0357 4.3095
C 6.5579 -2.1566 5.8366
C 7.3644 -0.7253 3.9765
C 5.2460 -2.0974 3.7058
C 4.4655 -3.2401 3.9135
C 3.1819 -3.3806 3.3945
C 2.6947 -2.3282 2.6538
O 1.4796 -2.1930 2.0215
B 1.4941 -0.9357 1.3894
O 2.7245 -0.3074 1.6755
C 3.4472 -1.1934 2.4433
C 4.7202 -1.0465 2.9496
H 8.5100 -3.1487 4.1684
H 7.5630 -3.1392 2.6708
H 7.0707 -4.1617 4.0215
H 7.5538 -2.0956 6.2835
H 6.1124 -3.1064 6.1361
H 5.9449 -1.3538 6.2514
H 8.3611 -0.7315 4.4224
H 6.8277 0.1391 4.3734
H 7.4819 -0.5918 2.8992
H 4.8709 -4.0574 4.4972
H 2.5966 -4.2754 3.5598
H 5.2760 -0.1425 2.7468
*
```

Mulliken population analysis, charges in e, atoms 1 to 4: 1.19, -0.38, -0.46, -1.02

# 7
The following is a quantum chemistry calculation of C21H28Br2ClFIN2O6 as an isolated structure, from the OMol25 dataset.

Computed properties:
- Highest occupied orbital energy: -0.4265 hartree
- Lowest unoccupied orbital energy: -4.498 eV

ORCA input file:
```
! wB97M-V def2-TZVPD RIJCOSX def2/J DEFGRID3
* xyz 1 1
C -2.3835 -1.7031 -3.9989
C -2.5599 -1.7558 -2.4895
O -2.7574 -2.7540 -1.9708
O -2.4806 -0.5633 -1.7325
C -1.3486 -0.5712 -0.9205
O -1.3353 -1.1527 0.0648
C -0.1123 0.1855 -1.4107
C -0.2235 1.7188 -1.1562
N -1.5559 2.2610 -0.9980
C -2.1912 2.5891 -2.0503
C -2.0294 2.0568 -3.4513
C -3.2852 3.6097 -1.8761
C 0.8419 2.4633 -2.0425
F 0.5533 3.6871 -2.5234
C 2.0893 2.6613 -1.1631
C 3.4579 3.1362 -1.5300
C 4.2710 2.1172 -2.3653
C 3.7594 2.1509 -3.8181
Cl 4.9304 1.4555 -4.9559
N 1.8377 2.3885 0.0623
C 0.4648 2.0103 0.2750
I -0.3222 4.0559 0.8197
C 0.0614 1.1671 1.4812
Br -1.6777 1.4546 2.2751
C 0.8061 0.2308 2.0251
C 2.1697 -0.1552 1.4856
Br 0.2554 -0.7581 3.5549
H -1.3083 -1.7238 -4.1888
H -2.8513 -2.5731 -4.4400
H -2.8495 -0.7927 -4.3785
H -0.0706 -0.0042 -2.4910
H 0.7972 -0.2410 -0.9939
H -2.7620 1.2644 -3.5849
H -1.0155 1.7782 -3.7304
H -2.3236 2.8589 -4.1349
H -4.1865 3.1812 -2.3311
H -3.0412 4.5458 -2.3746
H -3.5186 3.7285 -0.8214
H 1.1723 1.7086 -2.7665
H 3.9653 3.3623 -0.5894
H 3.3746 4.0638 -2.1017
H 5.3303 2.3676 -2.3453
H 4.1867 1.1095 -1.9538
H 2.8440 1.5624 -3.8804
H 3.4869 3.1689 -4.0904
H 2.5971 2.4652 0.7317
H 2.6411 -0.8647 2.1585
H 2.8652 0.6799 1.3985
H 2.0626 -0.5989 0.4932
C -2.1794 -5.5374 4.7977
C -0.8451 -5.0405 5.2969
C -0.5736 -5.3192 6.7528
O 0.3371 -4.2647 7.0923
C 0.0733 -3.2264 6.2622
O 0.5205 -2.1307 6.3854
O -0.7757 -3.6044 5.2690
H -2.9912 -5.1896 5.4386
H -2.3786 -5.1540 3.7968
H -2.1990 -6.6267 4.7668
H -0.0410 -5.4244 4.6621
H -0.1181 -6.2923 6.9221
H -1.4614 -5.2228 7.3819
*
```

Mulliken population analysis, charges in e, atoms 1 to 4: -0.94, 0.70, -0.41, -0.16

no.,F_max (eV Å⁻¹)
1,0.83
2,0.91
3,2.64
4,0.23
5,3.51
6,0.36
7,4.81